# 1
Computed, not measured: a structure of composition C5H8N2, with ωB97M-V/def2-TZVPD.

XYZ file:
```
15
Properties=species:S:1:pos:R:3:forces:R:3
C -0.54873 1.89807 -1.74843 0.0 0.2 -0.2
N -0.33697 0.84515 -0.78237 0.2 0.1 0.4
C 0.27819 1.13054 0.30678 -0.1 0.0 -0.2
C 0.58689 0.08156 1.25847 0.0 -0.1 0.0
C 0.28107 -1.13827 0.77593 0.0 0.1 -0.2
N 0.32384 -2.50467 1.21764 0.1 -0.1 0.3
C -0.16893 -1.69452 -0.39979 0.0 0.1 0.1
H -0.16830 2.88033 -1.42196 0.0 -0.2 0.0
H -0.05549 1.63569 -2.69182 -0.1 0.0 0.1
H -1.61965 1.99697 -1.96360 0.2 0.0 0.0
H 0.61165 2.15572 0.52841 -0.1 -0.1 -0.1
H 1.07220 0.26723 2.20852 -0.1 0.0 -0.1
H -0.23008 -2.72682 2.03629 0.0 0.1 -0.2
H 1.21800 -2.97412 1.18808 -0.1 0.1 -0.1
H -1.24370 -1.85286 -0.51216 0.1 0.0 0.0
```
Positions in Å, forces in eV/Å.

- HOMO level: -7.645 eV
- Spin multiplicity: 1
- Net charge: 0
- HOMO-LUMO gap: 8.4 eV
- ΔE to the lowest compared entry with this formula, charge and spin: 448.7 kJ/mol

Atomic partial charges in e from the natural (NBO) method, atoms 1 to 6:
1. C -0.42
2. N -0.45
3. C 0.10
4. C -0.41
5. C 0.09
6. N -0.73


# 2
Computed, not measured: the molecule C5H8N2, with ωB97M-V/def2-TZVPD.

XYZ file:
```
15
Properties=species:S:1:pos:R:3:forces:R:3
C 2.06300 -0.56839 -0.16016 0.1 0.0 0.0
C 0.93249 0.36326 0.23399 0.0 0.3 0.0
C -0.39340 -0.27894 0.22191 0.0 0.0 0.1
C -1.64000 0.22482 -0.18830 -0.1 0.0 0.2
N -2.61866 -0.47106 -0.83534 -0.1 0.0 0.0
C -1.70605 1.22992 0.71503 0.1 -0.3 -0.2
N 1.10750 1.58521 0.56652 0.2 -0.3 -0.1
H 3.03724 -0.08679 -0.02441 -0.2 -0.1 0.0
H 2.04797 -1.49007 0.43456 -0.1 0.2 -0.1
H 1.96059 -0.85793 -1.21275 0.0 0.0 0.2
H -0.37879 -1.33871 0.49905 0.0 0.2 0.1
H -3.55316 -0.21970 -0.54282 0.0 0.0 -0.1
H -2.46621 -1.46747 -0.92158 0.0 0.1 -0.1
H -0.92544 1.99467 0.73624 0.0 -0.2 0.1
H 2.08949 1.84169 0.47254 0.0 0.0 -0.1
```
Positions in Å, forces in eV/Å.

- HOMO level: -7.990 eV
- Spin multiplicity: 1
- Net charge: 0
- HOMO-LUMO gap: 8.4 eV
- ΔE to the lowest compared entry with this formula, charge and spin: 406.7 kJ/mol

Atomic partial charges in e from the natural (NBO) method, atoms 1 to 6:
1. C -0.67
2. C 0.28
3. C -0.30
4. C 0.11
5. N -0.78
6. C -0.22


# 3
Computed, not measured: a cluster of 2 separate species, C5H8N2 in total, with ωB97M-V/def2-TZVPD.

XYZ file:
```
15
Properties=species:S:1:pos:R:3:forces:R:3
C -1.70753 -2.09706 -0.09584 2.0 -1.7 0.8
C -1.31121 -0.87454 -0.03846 0.7 1.3 -1.4
C -2.13803 0.32332 -0.09848 0.3 -0.6 0.3
C -1.52393 1.50001 -0.16311 0.1 1.7 -1.9
C -3.55462 0.02768 -0.02394 -0.7 1.0 0.7
N -4.67363 -0.18135 0.17350 0.8 0.0 -0.4
H -2.66212 -2.39496 -0.10726 -3.6 -1.1 0.2
H -0.94518 -2.84975 0.00387 0.0 -0.4 -0.4
H -0.28668 -0.82019 -0.30238 1.2 1.1 0.7
H -0.46284 1.55965 -0.46690 -0.5 -0.6 0.9
H -1.98234 2.48734 -0.33824 -0.4 -0.8 0.6
N 2.05818 0.70969 0.17002 1.8 -0.8 -1.2
H 1.78814 1.58800 0.62006 0.7 -0.5 0.0
H 2.40646 0.91941 -0.80027 -0.7 0.0 1.3
H 2.90751 0.21870 0.58492 -1.7 1.3 -0.1
```
Positions in Å, forces in eV/Å.

- HOMO level: -9.506 eV
- Spin multiplicity: 1
- Net charge: 0
- SMILES string: C=CC(=C)C#N.N
- HOMO-LUMO gap: 9.7 eV
- ΔE to the lowest compared entry with this formula, charge and spin: 238.9 kJ/mol

Atomic partial charges in e from the natural (NBO) method, atoms 1 to 6:
1. C -0.33
2. C -0.22
3. C -0.17
4. C -0.30
5. C 0.27
6. N -0.29


# 4
Computed, not measured: a cluster of 2 separate species, C5H8N2 in total, with ωB97M-V/def2-TZVPD.

XYZ file:
```
15
Properties=species:S:1:pos:R:3:forces:R:3
C 2.79819 -1.12138 -0.31056 1.8 1.9 -0.1
C 1.64048 -0.74613 0.54619 2.0 -1.5 0.4
C 0.36893 -0.23833 0.58895 -1.7 2.4 -1.7
C 0.08875 -1.34041 1.46092 -0.8 -1.5 0.7
C 1.35121 -0.93131 1.89678 1.8 -0.3 1.6
H 3.61864 -0.31811 0.06981 -1.6 -1.9 -1.0
H 2.63764 -0.89527 -1.41533 0.1 -0.6 1.5
H 3.24690 -2.14092 -0.08945 -0.9 1.3 -0.4
H 1.88818 -0.76837 2.86670 -0.8 0.2 -1.1
N -3.49952 1.91657 -0.90268 -0.3 0.0 1.3
N -2.15440 1.40013 -1.06622 -0.5 0.0 0.3
H -4.21826 1.25017 -1.17666 0.2 -0.2 0.1
H -3.68328 2.12026 0.08860 0.4 0.0 -0.6
H -1.88083 0.55873 -0.49341 -0.7 0.9 -1.1
H -2.20263 1.25437 -2.06364 1.1 -0.6 0.0
```
Positions in Å, forces in eV/Å.

- HOMO level: -8.263 eV
- Spin multiplicity: 1
- Net charge: 0
- SMILES string: C[C@]12C3=C1[C@@H]32.NN
- HOMO-LUMO gap: 8.9 eV
- ΔE to the lowest compared entry with this formula, charge and spin: 814.2 kJ/mol

Atomic partial charges in e from the natural (NBO) method, atoms 1 to 6:
1. C -0.66
2. C 0.05
3. C -0.12
4. C -0.04
5. C -0.22
6. H 0.25


# 5
Computed, not measured: the molecule C5H8N2, with ωB97M-V/def2-TZVPD.

XYZ file:
```
15
Properties=species:S:1:pos:R:3:forces:R:3
C 2.03840 0.71010 1.19297 1.2 1.2 0.7
N 0.89928 0.52284 0.60054 1.0 -0.9 0.6
C -0.31650 1.06875 1.08387 -0.5 0.0 -0.2
N -1.32384 0.47851 0.61818 0.0 0.2 0.0
C -0.78128 -0.58748 -0.22404 -0.7 -1.8 0.6
C -1.44051 -0.71224 -1.53488 -0.8 0.2 -0.6
C 0.64971 -0.40391 -0.28510 -0.4 0.5 -0.9
H 2.86987 0.19183 0.76728 0.5 0.0 0.3
H 2.02703 1.48172 1.91435 0.7 0.6 0.5
H -0.94391 -1.51348 0.39454 -0.4 0.4 -0.4
H -0.29789 1.89843 1.78246 0.1 -0.1 -0.1
H -2.50415 -0.78807 -1.35221 -0.4 -0.3 -0.4
H -1.25356 0.19602 -2.10189 0.0 0.1 -0.2
H -1.04209 -1.55480 -2.09958 -0.2 -0.1 0.1
H 1.41944 -0.98824 -0.75649 -0.1 -0.1 0.1
```
Positions in Å, forces in eV/Å.

- HOMO level: -6.619 eV
- Spin multiplicity: 1
- Net charge: 0
- HOMO-LUMO gap: 7.3 eV
- ΔE to the lowest compared entry with this formula, charge and spin: 309.1 kJ/mol

Atomic partial charges in e from the natural (NBO) method, atoms 1 to 6:
1. C -0.40
2. N -0.25
3. C 0.24
4. N -0.34
5. C -0.12
6. C -0.60


# 6
Computed, not measured: the molecule C5H8N2, with ωB97M-V/def2-TZVPD.

XYZ file:
```
15
Properties=species:S:1:pos:R:3:forces:R:3
C -2.79820 0.21146 0.01718 -0.2 -0.1 0.0
C -1.29534 0.09907 0.03705 -0.2 0.4 -0.1
C -0.59699 1.17900 -0.29252 0.0 -0.2 0.0
N 0.86096 0.92927 -0.31897 -0.1 -0.2 0.1
C 1.15653 -0.30590 0.03149 0.2 -0.2 0.0
N 2.67623 -0.86240 0.13947 0.5 0.0 0.0
C 1.38159 -1.54430 0.31345 -0.2 0.3 -0.1
H -3.22167 -0.48403 -0.72165 0.1 0.1 0.1
H -3.22368 -0.09517 0.98315 0.1 0.0 -0.2
H -3.19978 1.21688 -0.21581 0.1 -0.1 0.0
H -0.83283 2.20435 -0.60602 -0.1 -0.2 0.1
H 1.54865 1.64818 -0.12927 -0.1 -0.1 0.0
H 3.23217 -0.62601 0.95735 -0.1 0.0 -0.1
H 3.22487 -1.01265 -0.70486 -0.1 0.0 0.1
H 1.08746 -2.55774 0.50994 0.0 0.2 0.0
```
Positions in Å, forces in eV/Å.

- HOMO level: -6.218 eV
- Spin multiplicity: 1
- Net charge: 0
- HOMO-LUMO gap: 6.3 eV
- ΔE to the lowest compared entry with this formula, charge and spin: 691.0 kJ/mol

Atomic partial charges in e from the natural (NBO) method, atoms 1 to 6:
1. C -0.67
2. C -0.33
3. C -0.25
4. N -0.62
5. C 0.53
6. N -0.63


# 7
Computed, not measured: the molecule C5H8N2, with ωB97M-V/def2-TZVPD.

XYZ file:
```
15
Properties=species:S:1:pos:R:3:forces:R:3
C -0.65220 1.29766 -0.12349 0.0 0.0 0.0
C -0.26824 -0.15322 -0.06633 -0.2 0.0 0.3
C -1.27031 -1.10451 0.55000 -0.1 0.0 0.0
N 0.46003 -0.79731 -1.14659 0.1 0.1 -0.1
C 1.16340 -0.48794 0.12588 0.4 -0.1 -0.1
C 2.23278 0.49143 0.05167 0.7 0.8 0.1
N 3.10962 1.24608 -0.03843 -1.1 -0.9 0.1
H -0.92267 1.62010 0.88757 0.0 0.1 -0.2
H -1.50997 1.44164 -0.78558 0.1 0.1 0.1
H 0.19214 1.91228 -0.45540 -0.2 0.0 -0.1
H -2.15114 -1.12331 -0.09620 -0.1 0.0 0.1
H -0.88124 -2.12856 0.58912 0.0 0.3 0.0
H -1.57852 -0.80288 1.55501 0.1 0.0 -0.1
H 0.71288 -0.10738 -1.85619 0.2 -0.2 0.2
H 1.36345 -1.30409 0.80896 0.2 -0.2 -0.3
```
Positions in Å, forces in eV/Å.

- HOMO level: -10.014 eV
- Spin multiplicity: 1
- Net charge: 0
- SMILES string: CC1(C)N[C@H]1C#N
- HOMO-LUMO gap: 10.9 eV
- ΔE to the lowest compared entry with this formula, charge and spin: 124.5 kJ/mol

Atomic partial charges in e from the natural (NBO) method, atoms 1 to 6:
1. C -0.63
2. C 0.11
3. C -0.61
4. N -0.55
5. C -0.21
6. C 0.26


# 8
Computed, not measured: the molecule C5H8N2, with ωB97M-V/def2-TZVPD.

XYZ file:
```
15
Properties=species:S:1:pos:R:3:forces:R:3
C -1.12381 0.78112 -1.11998 0.1 0.1 0.1
C -0.67475 -0.06480 0.05649 0.0 0.1 0.1
C 0.18286 -1.32819 -0.15867 0.0 -0.1 -0.1
N 0.79433 -1.05570 1.14759 0.2 -0.2 0.3
C 0.40934 0.32750 1.13484 -0.2 0.1 0.4
C 1.79508 1.49652 -0.35489 0.6 0.4 0.6
N 1.58391 1.22837 0.78371 -0.8 -0.4 -1.8
H -0.28977 1.04890 -1.77382 -0.1 0.0 0.1
H -1.86362 0.22630 -1.71437 0.2 0.1 0.1
H -1.60827 1.70294 -0.78174 0.1 -0.1 0.0
H -1.55460 -0.34906 0.64468 0.2 0.1 0.0
H 0.85517 -1.22882 -1.02484 0.0 0.0 0.2
H -0.33428 -2.29309 -0.21534 0.0 0.2 0.0
H 1.76872 -1.27110 1.31842 -0.1 0.0 -0.1
H 0.05968 0.77910 2.05791 -0.2 -0.3 0.2
```
Positions in Å, forces in eV/Å.

- HOMO level: -9.632 eV
- Spin multiplicity: 1
- Net charge: 0
- HOMO-LUMO gap: 10.5 eV
- ΔE to the lowest compared entry with this formula, charge and spin: 265.1 kJ/mol

Atomic partial charges in e from the natural (NBO) method, atoms 1 to 6:
1. C -0.62
2. C -0.22
3. C -0.22
4. N -0.61
5. C 0.12
6. C 0.31


# 9
Computed, not measured: a structure of composition C5H8N2, with ωB97M-V/def2-TZVPD.

XYZ file:
```
15
Properties=species:S:1:pos:R:3:forces:R:3
C 1.01975 1.88278 0.09470 0.3 -7.0 -1.1
C -0.40171 1.23563 0.29241 -1.5 0.3 -8.2
C -0.21508 -1.19057 0.84799 -1.2 -2.2 1.7
C -0.16842 -2.39042 0.10014 -0.9 5.9 -0.9
C -0.34990 -0.83155 -1.37002 3.8 -7.4 14.6
H 1.54124 1.63820 -0.93417 -1.6 1.0 1.7
H 1.56788 0.78568 0.70366 -0.7 4.2 -0.9
H 0.99908 2.88904 0.38353 0.9 1.2 0.9
H -1.54116 1.66327 -0.45575 3.7 -0.5 2.0
H -0.73431 1.38809 1.21424 -1.3 0.1 4.0
H -0.44546 -1.22322 2.12779 1.0 0.9 -4.3
H 0.11090 -3.32307 0.26792 0.7 -4.0 1.6
H -0.62206 -0.26515 -1.91922 -5.4 11.6 -14.1
N -0.41848 -0.18507 -0.12417 1.2 -0.9 3.7
N -0.34227 -2.07363 -1.22905 1.1 -3.3 -0.6
```
Positions in Å, forces in eV/Å.

- HOMO level: -8.736 eV
- Spin multiplicity: 1
- Net charge: 0
- HOMO-LUMO gap: 9.6 eV
- ΔE to the lowest compared entry with this formula, charge and spin: 637.2 kJ/mol

Atomic partial charges in e from the natural (NBO) method, atoms 1 to 6:
1. C -0.62
2. C -0.15
3. C -0.11
4. C -0.11
5. C 0.21
6. H 0.23


# 10
Computed, not measured: the molecule C5H8N2, with ωB97M-V/def2-TZVPD.

XYZ file:
```
15
Properties=species:S:1:pos:R:3:forces:R:3
C 1.23921 1.41724 -0.19340 0.1 0.1 0.0
N 0.20015 0.42661 -0.35363 -0.1 -0.2 0.0
C -0.87724 0.52371 -1.19914 -0.1 0.0 -0.1
C -1.74442 -0.49862 -0.91334 0.0 0.1 0.0
C -1.18659 -1.23602 0.16798 0.0 -0.1 0.0
C 0.01641 -0.64780 0.48162 -0.1 0.1 -0.2
N 1.05197 -1.00298 1.37599 -0.1 -0.1 0.2
H 2.22181 0.94358 -0.12744 -0.2 0.0 0.1
H 1.22399 2.08270 -1.05759 0.0 -0.1 0.1
H 1.05739 2.01137 0.71083 0.1 0.0 -0.2
H -0.91626 1.29269 -1.95898 0.0 -0.1 0.2
H -2.67825 -0.69765 -1.42054 0.1 0.0 0.1
H -1.61850 -2.09612 0.66471 0.1 0.1 -0.1
H 0.98325 -0.51950 2.26556 0.0 0.0 -0.1
H 1.02707 -1.99921 1.55737 0.0 0.1 0.0
```
Positions in Å, forces in eV/Å.

- HOMO level: -7.739 eV
- Spin multiplicity: 1
- Net charge: 0
- SMILES string: Cn1cccc1N
- HOMO-LUMO gap: 8.7 eV
- ΔE to the lowest compared entry with this formula, charge and spin: 35.0 kJ/mol

Atomic partial charges in e from the natural (NBO) method, atoms 1 to 6:
1. C -0.40
2. N -0.34
3. C -0.08
4. C -0.30
5. C -0.34
6. C 0.28


# 11
Computed, not measured: the molecule C5H8N2, with ωB97M-V/def2-TZVPD.

XYZ file:
```
15
Properties=species:S:1:pos:R:3:forces:R:3
C -0.94895 -0.86312 0.78606 0.2 0.6 0.1
N -0.32058 -0.74874 -0.58210 0.2 0.1 -0.3
C 0.99583 -1.26566 -0.34305 0.1 0.0 0.1
C 1.81778 -0.27000 0.03654 -0.1 0.1 0.0
C 1.04808 0.96492 -0.00246 0.4 0.3 -1.1
C -0.14617 0.65149 -0.58590 0.2 0.4 0.3
N -1.23010 1.41779 -0.91172 0.0 0.1 -0.1
H -1.98141 -0.47769 0.75519 0.4 0.2 0.1
H -1.06833 -1.94508 1.00942 0.6 0.8 0.5
H -0.18673 -0.05548 1.29126 -2.2 -2.7 0.6
H 1.15169 -2.33319 -0.41702 0.0 0.2 0.1
H 2.85677 -0.35968 0.33273 -0.2 0.0 -0.1
H 1.37728 1.94558 0.30033 0.1 0.0 -0.2
H -2.11871 0.96279 -1.05773 0.2 0.1 0.0
H -1.24645 2.37606 -0.61154 -0.1 -0.1 0.0
```
Positions in Å, forces in eV/Å.

- HOMO level: -7.474 eV
- Spin multiplicity: 1
- Net charge: 0
- SMILES string: Cn1cccc1N
- HOMO-LUMO gap: 8.5 eV
- ΔE to the lowest compared entry with this formula, charge and spin: 225.3 kJ/mol

Atomic partial charges in e from the natural (NBO) method, atoms 1 to 6:
1. C -0.45
2. N -0.44
3. C -0.08
4. C -0.25
5. C -0.42
6. C 0.37


# 12
Computed, not measured: the molecule C5H8N2, with ωB97M-V/def2-TZVPD.

XYZ file:
```
15
Properties=species:S:1:pos:R:3:forces:R:3
C 1.16757 0.93253 -0.45669 -0.2 0.5 0.1
C -0.05451 0.65696 -0.00679 0.2 0.2 -0.1
C -1.32655 1.04470 -0.72378 -0.2 0.0 -0.1
C -0.13454 -0.25297 1.19411 0.0 0.2 0.1
N 0.11206 -1.65393 0.78813 0.0 -0.2 -0.2
C 1.11726 -1.84897 -0.08885 0.4 -0.7 -0.5
N 1.99002 -2.05384 -0.82619 -0.7 0.2 0.7
H 2.04498 0.63495 0.10448 0.0 0.0 -0.1
H 1.35155 1.46606 -1.38234 -0.1 0.0 0.0
H -1.54993 2.11427 -0.65759 0.2 -0.1 0.1
H -1.28947 0.80412 -1.78730 0.1 0.0 0.0
H -2.19315 0.52869 -0.30761 0.0 -0.1 0.0
H -1.11576 -0.24232 1.67532 0.1 0.0 0.0
H 0.61431 0.01566 1.94405 -0.1 0.0 -0.1
H -0.73384 -2.14592 0.53105 0.2 -0.1 0.0
```
Positions in Å, forces in eV/Å.

- HOMO level: -9.732 eV
- Spin multiplicity: 1
- Net charge: 0
- SMILES string: C=C(C)CNC#N
- HOMO-LUMO gap: 10.4 eV
- ΔE to the lowest compared entry with this formula, charge and spin: 143.6 kJ/mol

Atomic partial charges in e from the natural (NBO) method, atoms 1 to 6:
1. C -0.36
2. C -0.04
3. C -0.65
4. C -0.24
5. N -0.65
6. C 0.42


no.,strongest force on any atom (eV/A)
1,0.43
2,0.35
3,3.78
4,3.35
5,2.01
6,0.50
7,1.40
8,2.06
9,19.08
10,0.23
11,3.56
12,0.98